# 1
Below is a single C4H10N2S2 molecule, with properties calculated with ωB97M-V with the def2-TZVPD basis set.

Atoms and positions in Å:
C1 -1.071 1.354 -1.746
N1 -0.631 1.618 -0.346
C2 0.022 0.700 0.265
N2 0.539 1.080 1.502
S1 0.471 0.136 2.914
C3 0.376 -0.704 -0.265
C4 -0.649 -1.743 0.164
S2 2.057 -1.297 0.115
H1 -1.669 0.428 -1.778
H2 -0.259 1.259 -2.481
H3 -1.683 2.184 -2.117
H4 0.289 2.043 1.692
H5 1.771 -0.175 3.001
H6 0.374 -0.607 -1.356
H7 -0.524 -1.865 1.248
H8 -0.453 -2.723 -0.312
H9 -1.675 -1.433 -0.126
H10 2.716 -0.255 -0.373

Forces on atoms 1 to 3 (eV/Å):
-0.15 -0.10 0.56
0.24 -0.87 -1.08
-0.04 0.16 -0.21

Gap between HOMO and LUMO, eV: 9.61
E, hartree: -1064.25967
Energy relative to the best compared isomer or geometry (same formula, charge and spin), kcal per mole: 23.6

---

# 2
Below is a molecular structure, CHLiO2Rb, with properties calculated with ωB97M-V with the def2-TZVPD basis set.

Atoms and positions in Å:
H1 0.994 0.790 -0.532
O1 0.052 0.084 0.060
C1 -0.145 0.400 -1.180
O2 -0.275 -0.610 -1.944
Li1 0.486 -0.474 -4.077
Rb1 -1.420 -2.571 0.074

Forces on atoms 1 to 3 (eV/Å):
-1.55 -0.06 0.10
0.39 0.36 1.46
1.98 -0.79 -0.99

Gap between HOMO and LUMO, eV: 6.88
E, hartree: -220.51844
Energy relative to the best compared isomer or geometry (same formula, charge and spin), kcal per mole: 50.9
Total charge: +1

---

# 3
Below is a molecular structure, C54H51BrGe2KN5O4, with properties calculated with ωB97M-V with the def2-TZVPD basis set.

Atoms and positions in Å:
K1 0.630 0.834 -0.719
C1 3.082 1.396 3.794
C2 4.413 1.235 3.482
C3 4.758 0.930 2.171
C4 3.755 0.797 1.222
N1 2.460 0.918 1.524
C5 2.148 1.214 2.783
C6 4.118 0.585 -0.238
C7 5.408 0.233 -0.614
C8 5.716 0.141 -1.959
C9 4.727 0.378 -2.893
C10 3.450 0.681 -2.441
N2 3.164 0.795 -1.141
C11 2.317 0.875 -3.418
C12 2.243 0.094 -4.563
C13 1.156 0.255 -5.411
C14 0.186 1.187 -5.092
C15 0.360 1.943 -3.942
N3 1.399 1.802 -3.121
H1 2.750 1.630 4.796
H2 5.182 1.348 4.237
H3 5.799 0.838 1.899
H4 1.094 1.305 3.004
H5 6.165 0.013 0.125
H6 6.720 -0.118 -2.272
H7 4.937 0.338 -3.954
H8 2.998 -0.654 -4.765
H9 1.062 -0.357 -6.301
H10 -0.693 1.329 -5.706
H11 -0.360 2.705 -3.665
O1 -3.926 -0.633 1.867
C16 -3.920 0.452 2.664
C17 -5.075 0.736 3.396
C18 -5.118 1.840 4.231
C19 -4.009 2.672 4.359
C20 -2.869 2.380 3.625
C21 -2.802 1.287 2.770
C22 -1.554 1.079 1.918
O2 -1.400 -0.238 1.549
N4 -1.640 1.995 0.758
N5 -0.634 2.815 0.493
C23 -0.689 3.539 -0.569
C24 0.419 4.419 -0.965
Br1 2.096 4.079 -0.135
C25 0.380 5.357 -1.908
C26 -0.823 5.856 -2.619
C27 -2.099 5.898 -2.055
C28 -3.177 6.403 -2.772
C29 -3.002 6.885 -4.062
C30 -1.733 6.871 -4.625
C31 -0.659 6.367 -3.907
H12 -2.985 -0.757 1.564
H13 -5.921 0.068 3.295
H14 -6.023 2.051 4.790
H15 -4.035 3.533 5.016
H16 -1.995 3.022 3.706
H17 -0.714 1.469 2.502
H18 -2.190 1.657 -0.033
H19 -1.541 3.478 -1.241
H20 1.321 5.801 -2.212
H21 -2.247 5.562 -1.037
H22 -4.157 6.426 -2.311
H23 -3.844 7.275 -4.619
H24 -1.578 7.252 -5.627
H25 0.331 6.356 -4.351
C32 0.542 -2.670 -3.607
C33 -0.063 -1.805 -2.518
O3 0.652 -1.347 -1.640
C34 -1.527 -1.556 -2.579
C35 -2.361 -2.579 -3.056
C36 -3.735 -2.479 -3.035
C37 -4.303 -1.291 -2.543
C38 -3.519 -0.247 -2.118
C39 -2.091 -0.315 -2.123
O4 -1.382 0.696 -1.790
H26 1.627 -2.645 -3.519
H27 0.226 -2.319 -4.589
H28 0.214 -3.706 -3.500
H29 -1.912 -3.503 -3.402
H30 -4.357 -3.300 -3.368
H31 -5.383 -1.195 -2.497
H32 -3.967 0.670 -1.751
C40 2.263 -4.666 2.007
Ge1 1.862 -3.311 0.597
C41 3.674 -2.858 -0.019
C42 1.157 -4.529 -0.779
Ge2 0.169 -1.616 1.474
C43 0.734 -1.575 3.366
C44 2.059 -1.778 3.767
C45 2.419 -1.796 5.111
C46 1.455 -1.592 6.092
C47 0.135 -1.366 5.718
C48 -0.215 -1.363 4.372
C49 -1.223 -3.031 1.507
C50 -1.206 -4.076 2.438
C51 -2.170 -5.081 2.420
C52 -3.178 -5.066 1.463
C53 -3.210 -4.043 0.525
C54 -2.242 -3.044 0.548
H33 3.154 -5.233 1.707
H34 1.420 -5.359 2.062
H35 2.431 -4.252 3.001
H36 4.180 -3.797 -0.266
H37 4.249 -2.346 0.759
H38 3.648 -2.222 -0.910
H39 1.375 -5.550 -0.454
H40 1.640 -4.356 -1.743
H41 0.074 -4.429 -0.899
H42 2.831 -1.915 3.014
H43 3.451 -1.973 5.393
H44 1.728 -1.610 7.141
H45 -0.625 -1.205 6.474
H46 -1.251 -1.193 4.092
H47 -0.429 -4.112 3.195
H48 -2.136 -5.873 3.160
H49 -3.933 -5.844 1.451
H50 -3.991 -4.009 -0.226
H51 -2.290 -2.259 -0.198

Forces on atoms 1 to 3 (eV/Å):
0.76 0.52 1.41
-0.20 0.00 0.02
0.20 -0.06 -0.15

Gap between HOMO and LUMO (alpha / beta), eV: 4.60 / 6.57
E, hartree: -9990.95245
Spin multiplicity: 2
Energy relative to the best compared isomer or geometry (same formula, charge and spin), kcal per mole: 25.5
Total charge: -1

---

# 4
Below is a single C4H5NO molecule, with properties calculated with ωB97M-V with the def2-TZVPD basis set.

Atoms and positions in Å:
N1 -0.284 -0.350 1.366
C1 0.676 -0.501 0.303
C2 -0.790 -0.787 0.060
C3 -1.360 0.002 -1.032
O1 0.584 1.809 -0.213
C4 1.090 0.735 -0.446
H1 -0.450 0.647 1.507
H2 1.389 -1.324 0.374
H3 -1.050 -1.841 0.005
H4 -1.650 1.007 -0.672
H5 1.810 0.603 -1.273

Forces on atoms 1 to 3 (eV/Å):
-0.02 0.18 0.03
0.16 0.09 -0.05
-0.42 -0.18 -0.36

Gap between HOMO and LUMO (alpha / beta), eV: 8.16 / 8.15
E, hartree: -285.21280
Energy relative to the best compared isomer or geometry (same formula, charge and spin), kcal per mole: 126.6

---

# 5
Below is a single C2H4NO3P molecule, with properties calculated with ωB97M-V with the def2-TZVPD basis set.

Atoms and positions in Å:
C1 1.264 1.729 -2.018
C2 -0.324 0.546 -0.825
N1 0.700 0.886 -1.414
O1 -1.528 0.167 1.543
O2 0.744 -0.843 1.709
O3 -0.992 -1.859 0.312
P1 -0.382 -0.411 0.605
H1 1.912 1.639 -2.862
H2 -2.148 0.674 1.017
H3 1.173 -0.097 2.126
H4 -0.419 -2.431 -0.193

Forces on atoms 1 to 3 (eV/Å):
2.83 1.67 -1.54
-2.96 -3.32 3.61
0.27 1.42 -0.42

Gap between HOMO and LUMO (alpha / beta), eV: 7.92 / 7.92
E, hartree: -700.35903
Energy relative to the best compared isomer or geometry (same formula, charge and spin), kcal per mole: 90.2

---

# 6
Below is 11 unconnected molecules or ions with the total composition C46H98F8N11O12, with properties calculated with ωB97M-V with the def2-TZVPD basis set.

Atoms and positions in Å:
C1 2.337 -3.823 1.554
O1 2.796 -4.346 0.326
C2 3.568 -3.473 -0.472
C3 5.064 -3.555 -0.192
C4 5.597 -2.855 1.060
C5 6.165 -1.441 0.832
C6 5.278 -0.530 -0.009
C7 4.018 -0.050 0.685
C8 4.276 0.774 1.973
C9 3.659 2.150 1.942
N1 2.146 2.130 1.821
C10 1.441 0.971 2.407
C11 -0.041 1.189 2.211
O2 -0.266 1.263 0.796
C12 -1.532 0.805 0.429
C13 -1.493 -0.510 -0.392
F1 -0.283 -1.108 -0.321
F2 -1.723 -0.210 -1.700
C14 -2.612 -1.489 0.055
F3 -2.931 -2.323 -0.965
F4 -3.726 -0.732 0.323
C15 -2.259 -2.311 1.306
F5 -1.884 -1.423 2.285
F6 -1.228 -3.139 1.063
C16 -3.428 -3.124 1.902
F7 -3.959 -3.968 0.998
F8 -2.923 -3.856 2.933
H1 2.781 -4.380 2.378
H2 1.252 -3.863 1.612
H3 2.644 -2.784 1.680
H4 3.421 -3.811 -1.499
H5 3.186 -2.451 -0.438
H6 5.259 -4.622 -0.074
H7 5.623 -3.252 -1.076
H8 4.887 -2.802 1.884
H9 6.422 -3.464 1.418
H10 7.122 -1.524 0.322
H11 6.369 -0.989 1.803
H12 4.984 -1.047 -0.918
H13 5.836 0.345 -0.333
H14 3.468 0.597 -0.006
H15 3.339 -0.864 0.933
H16 5.350 0.939 2.037
H17 4.006 0.218 2.868
H18 3.989 2.756 2.780
H19 4.038 2.651 1.055
H20 1.902 2.270 0.842
H21 1.797 2.947 2.324
H22 1.637 0.913 3.469
H23 1.699 0.043 1.913
H24 -0.547 0.308 2.598
H25 -0.382 2.085 2.712
H26 -1.981 1.539 -0.236
H27 -2.198 0.713 1.281
H28 -4.168 -2.436 2.313
C17 6.243 3.710 -0.682
O3 6.156 2.753 0.080
N2 6.115 3.635 -2.008
C18 6.247 4.796 -2.869
C19 5.832 2.334 -2.603
H29 6.443 4.732 -0.319
H30 5.322 4.955 -3.425
H31 7.062 4.645 -3.578
H32 6.457 5.682 -2.273
H33 4.900 1.940 -2.209
H34 6.628 1.634 -2.353
H35 5.757 2.430 -3.682
C20 8.899 -4.395 0.994
O4 8.795 -3.541 0.135
N3 9.257 -5.671 0.773
C21 9.358 -6.643 1.844
C22 9.554 -6.082 -0.590
H36 8.698 -4.182 2.058
H37 10.375 -7.034 1.904
H38 8.671 -7.473 1.665
H39 9.105 -6.177 2.793
H40 10.377 -5.489 -0.990
H41 8.682 -5.924 -1.227
H42 9.826 -7.134 -0.601
C23 4.081 -1.012 -3.908
O5 4.251 -0.097 -3.117
N4 4.648 -1.067 -5.120
C24 4.430 -2.170 -6.036
C25 5.515 0.034 -5.511
H43 3.440 -1.880 -3.681
H44 5.378 -2.657 -6.270
H45 3.981 -1.805 -6.962
H46 3.761 -2.900 -5.586
H47 6.342 0.121 -4.808
H48 4.953 0.969 -5.497
H49 5.908 -0.136 -6.509
C26 -4.358 1.791 5.895
O6 -4.483 2.327 6.974
N5 -4.013 0.497 5.717
C27 -3.842 -0.074 4.402
C28 -3.800 -0.337 6.892
H50 -4.498 2.335 4.943
H51 -4.537 -0.910 4.264
H52 -2.820 -0.440 4.291
H53 -4.036 0.676 3.634
H54 -4.709 -0.377 7.491
H55 -3.004 0.081 7.509
H56 -3.526 -1.342 6.578
C29 6.060 2.455 -8.029
O7 6.749 2.891 -7.126
N6 4.880 2.971 -8.415
C30 4.102 2.398 -9.496
C31 4.376 4.144 -7.720
H57 6.357 1.569 -8.617
H58 3.963 3.133 -10.291
H59 3.122 2.084 -9.131
H60 4.618 1.533 -9.907
H61 5.084 4.968 -7.814
H62 4.248 3.925 -6.659
H63 3.421 4.436 -8.148
C32 -0.289 2.328 5.907
O8 0.130 2.433 4.752
N7 -1.454 2.809 6.331
C33 -1.908 2.648 7.706
C34 -2.310 3.520 5.390
H64 0.281 1.805 6.688
H65 -2.851 2.100 7.725
H66 -2.058 3.626 8.163
H67 -1.166 2.100 8.281
H68 -2.572 2.866 4.557
H69 -1.786 4.389 4.992
H70 -3.216 3.841 5.895
C35 -5.313 4.383 -1.413
O9 -5.652 4.827 -0.337
N8 -4.872 3.123 -1.607
C36 -4.466 2.625 -2.908
C37 -4.806 2.241 -0.458
H71 -5.333 4.984 -2.338
H72 -5.094 1.774 -3.182
H73 -3.422 2.303 -2.878
H74 -4.575 3.402 -3.661
H75 -5.799 2.129 -0.017
H76 -4.144 2.667 0.300
H77 -4.432 1.270 -0.768
C38 -7.654 -2.620 5.425
O10 -8.168 -2.248 6.456
N9 -7.056 -3.816 5.248
C39 -6.450 -4.188 3.987
C40 -7.020 -4.750 6.363
H78 -7.626 -1.986 4.517
H79 -6.921 -5.086 3.584
H80 -5.384 -4.381 4.140
H81 -6.563 -3.378 3.269
H82 -8.034 -4.994 6.679
H83 -6.500 -4.302 7.210
H84 -6.506 -5.658 6.060
C41 -6.857 3.004 -6.961
O11 -6.242 3.798 -7.644
N10 -7.475 3.309 -5.804
C42 -8.186 2.317 -5.018
C43 -7.421 4.682 -5.332
H85 -6.955 1.940 -7.236
H86 -9.232 2.609 -4.915
H87 -7.738 2.249 -4.024
H88 -8.137 1.342 -5.496
H89 -7.867 5.351 -6.068
H90 -6.384 4.989 -5.184
H91 -7.963 4.764 -4.392
C44 -7.855 -0.373 -1.040
O12 -8.728 0.030 -1.777
N11 -8.054 -0.777 0.231
C45 -6.972 -1.252 1.063
C46 -9.405 -0.732 0.774
H92 -6.798 -0.446 -1.356
H93 -7.168 -2.282 1.372
H94 -6.879 -0.621 1.953
H95 -6.037 -1.223 0.508
H96 -10.068 -1.357 0.177
H97 -9.784 0.289 0.746
H98 -9.397 -1.088 1.801

Forces on atoms 1 to 3 (eV/Å):
0.38 0.16 -0.02
-0.23 0.08 0.11
0.30 -0.05 -0.57

Gap between HOMO and LUMO, eV: 8.50
E, hartree: -4115.41706
Energy relative to the best compared isomer or geometry (same formula, charge and spin), kcal per mole: 0.0
Total charge: +1

---

# 7
Below is a molecular structure, C30H50CrGeN3O5Sb, with properties calculated with ωB97M-V with the def2-TZVPD basis set.

Atoms and positions in Å:
Cr1 0.033 0.103 -0.207
O1 4.019 1.021 -0.603
C1 2.816 0.959 -0.545
N1 2.018 -0.152 -0.366
C2 2.628 -1.399 -0.355
O2 3.696 -1.702 0.099
C3 1.820 -2.403 -1.173
C4 2.546 -2.919 -2.298
C5 2.166 -3.788 -3.260
C6 0.874 -4.342 -3.599
C7 -0.317 -3.768 -3.367
N2 0.595 -2.657 -0.843
C8 1.973 2.191 -0.761
C9 2.567 3.410 -1.015
C10 1.754 4.502 -1.283
C11 0.380 4.325 -1.280
C12 -0.138 3.072 -1.001
N3 0.641 2.019 -0.749
H1 3.582 -2.606 -2.294
H2 2.971 -4.108 -3.915
H3 0.923 -5.231 -4.221
H4 -1.147 -4.301 -3.837
H5 3.647 3.465 -1.013
H6 2.185 5.471 -1.493
H7 -0.294 5.143 -1.489
H8 -1.203 2.896 -0.980
C13 -0.318 -2.170 2.670
C14 -0.045 -3.007 1.442
C15 1.179 -3.882 1.638
C16 -1.268 -3.806 1.035
O3 0.265 -2.001 0.379
Ge1 -1.071 -2.372 -2.131
O4 -0.206 -0.691 -2.400
C17 -0.125 -0.003 -3.669
C18 -0.247 -1.005 -4.809
C19 1.222 0.698 -3.775
C20 -1.277 0.993 -3.745
O5 -1.709 0.187 -0.127
C21 -3.051 0.552 0.199
C22 -3.966 -0.560 -0.304
C23 -3.403 1.864 -0.492
C24 -3.165 0.689 1.707
H9 -0.682 -2.819 3.468
H10 -1.082 -1.421 2.465
H11 0.596 -1.687 3.018
H12 1.022 -4.502 2.521
H13 2.072 -3.278 1.802
H14 1.346 -4.548 0.792
H15 -1.480 -4.541 1.813
H16 -1.100 -4.349 0.106
H17 -2.137 -3.159 0.921
H18 0.571 -1.724 -4.794
H19 -0.227 -0.478 -5.763
H20 -1.195 -1.552 -4.764
H21 2.032 0.004 -3.544
H22 1.283 1.554 -3.107
H23 1.372 1.067 -4.791
H24 -2.234 0.470 -3.685
H25 -1.250 1.556 -4.680
H26 -1.220 1.701 -2.920
H27 -3.915 -0.640 -1.390
H28 -4.999 -0.358 -0.016
H29 -3.666 -1.519 0.117
H30 -3.120 1.826 -1.544
H31 -2.917 2.713 -0.007
H32 -4.479 2.033 -0.439
H33 -2.984 -0.270 2.192
H34 -4.166 1.026 1.980
H35 -2.452 1.425 2.084
C25 -1.615 0.767 4.634
C26 -0.133 0.874 4.310
Sb1 0.526 1.244 2.295
C27 0.330 3.379 2.292
C28 -1.085 3.932 2.197
C29 2.600 1.206 2.823
C30 3.104 -0.169 3.245
H36 -1.751 0.633 5.708
H37 -2.084 -0.084 4.141
H38 -2.167 1.662 4.345
H39 0.397 -0.023 4.633
H40 0.320 1.709 4.851
H41 0.953 3.744 1.473
H42 0.815 3.703 3.215
H43 -1.585 3.616 1.280
H44 -1.076 5.024 2.204
H45 -1.706 3.608 3.034
H46 2.687 1.923 3.644
H47 3.187 1.605 1.996
H48 2.550 -0.556 4.103
H49 4.153 -0.122 3.536
H50 3.035 -0.891 2.433

Forces on atoms 1 to 3 (eV/Å):
-0.33 0.01 -0.37
0.01 -0.02 -0.01
-0.02 0.05 0.06

Gap between HOMO and LUMO (alpha / beta), eV: 6.97 / 7.00
E, hartree: -5074.96459
Spin multiplicity: 2
Energy relative to the best compared isomer or geometry (same formula, charge and spin), kcal per mole: 88.2
Total charge: +1